Computed, not measured: a cluster of 2 separate species, C3H4O3 in total, with ωB97M-V/def2-TZVPD.

Last columns: bonded neighbours and bond lengths (Å).
Cartesian coordinates (Å):
1 O 1.04 1.38 -0.53  C4 1.206
2 O 0.90 -0.35 1.04  C4 1.501, H7 0.968
3 O -1.61 0.53 2.11  C5 1.133
4 C 0.44 0.39 -0.18  O1 1.206, O2 1.501, C6 1.502
5 C -1.03 0.92 1.23  O3 1.133
6 C -0.22 -0.59 -1.11  C4 1.502, H8 1.089, H9 1.088, H10 1.087
7 H 1.57 0.19 1.48  O2 0.968
8 H 0.54 -1.03 -1.75  C6 1.089
9 H -0.93 -0.06 -1.74  C6 1.088
10 H -0.72 -1.38 -0.55  C6 1.087

Results
**Molar mass**: 88.1 g mol⁻¹
**Highest occupied orbital energy**: -10.5331 eV
**2S+1**: 1
**HOMO-LUMO gap**: 0.3978 hartree
**Energy above the lowest of the compared OMol25 structures with the same formula, charge and spin**: 1.591 eV